# C8H13ClN2O2S

A single C8H13ClN2O2S molecule at a distorted geometry (wB97M-V/def2-TZVPD, the OMol25 dataset).

```
27
Properties=species:S:1:pos:R:3:nbo_charge:R:1
C 3.69 0.95 -1.24 -0.46
C 3.04 0.22 -0.10 0.63
C 3.17 2.32 -0.32 -0.02
C 0.10 -1.75 -1.79 -0.60
C -1.09 -0.89 -1.21 -0.39
C -0.62 0.42 -0.45 -0.41
C -0.32 0.28 1.08 -0.45
C 0.39 1.51 1.65 -0.23
N 2.57 1.30 0.63 -0.28
N 1.82 1.51 1.73 -0.43
O 2.97 -0.91 0.28 -0.57
O 4.12 2.31 -3.25 -0.86
S 4.12 0.90 -2.80 1.25
Cl 1.95 3.28 -1.23 -0.04
H 3.80 3.08 0.12 0.23
H 0.67 -2.29 -1.07 0.21
H -0.28 -2.49 -2.41 0.20
H 0.64 -0.98 -2.43 0.19
H -1.63 -1.60 -0.59 0.20
H -1.53 -0.63 -2.12 0.20
H -1.25 1.38 -0.72 0.21
H 0.30 0.58 -1.08 0.20
H 0.48 -0.53 1.18 0.22
H -1.27 0.00 1.72 0.22
H 0.17 1.81 2.63 0.21
H 0.23 2.44 1.01 0.20
H 2.13 0.82 2.40 0.36
```

multiplicity: 1
E: -38934.96234 eV
energy relative to the best compared isomer or geometry (same formula, charge and spin): 440.1 kJ/mol
charge: 0
HOMO-LUMO gap (alpha / beta): 8.13 / 8.13 eV